Computed, not measured: one molecule with the formula C6H7N3 in a non-equilibrium geometry, with the ωB97M-V functional and the def2-TZVPD basis.

As for the strongest force on any atom: 0.044 hartree/bohr. Its HOMO-LUMO gap (alpha / beta) is 7.557 / 7.558 eV. Its LUMO energy (alpha / beta) is -0.25 / -0.25 eV. For the HOMO energy (alpha / beta), the calculation gives -0.28697 / -0.28698 Ha. The value obtained for the energy relative to the best compared isomer or geometry (same formula, charge and spin) is 372.0 kJ/mol.

Last column: natural (NBO) charge in e.
CARTESIAN COORDINATES (ANGSTROEM)
C 2.9874 0.8661 0.2287  -0.37
C 3.6332 -0.3581 0.2553  -0.11
C 1.7421 0.5090 -0.3046  0.11
C -0.3918 0.3419 -0.8876  0.46
C -1.3965 -0.4601 -0.9181  -0.24
C -2.3044 -0.6890 0.2588  -0.62
N 2.8439 -1.3266 -0.2589  -0.27
N 1.6957 -0.8087 -0.5847  -0.33
N 0.5621 1.1402 -0.6275  -0.43
H 3.3249 1.8251 0.5644  0.22
H 4.6268 -0.5849 0.5956  0.20
H -1.5975 -1.0537 -1.8004  0.26
H -2.1107 -1.6829 0.6578  0.24
H -3.3444 -0.6383 -0.0566  0.23
H -2.1211 0.0438 1.0374  0.22
H 0.4965 2.1449 -0.7776  0.44

***

Computed, not measured: a 2-piece molecular cluster, C6H15N2 overall in a non-equilibrium geometry, with the ωB97M-V functional and the def2-TZVPD basis.

The spin multiplicity is 3. As for the net charge: +1. As for the strongest force on any atom: 0.025 hartree/bohr. Its HOMO-LUMO gap (alpha / beta) is 9.304 / 11.367 eV. Its LUMO energy (alpha / beta) is -2.54 / -4.67 eV. Its expectation value of S² is 2.01. For the HOMO energy (alpha / beta), the calculation gives -0.43528 / -0.58943 Ha. The value obtained for the energy relative to the best compared isomer or geometry (same formula, charge and spin) is 0.0 kJ/mol.

Last column: natural (NBO) charge in e.
CARTESIAN COORDINATES (ANGSTROEM)
C 3.4266 0.2086 0.1276  -0.16
C 0.3557 -1.4900 0.8334  -0.71
C -0.1951 -0.9629 -1.6264  -0.72
C -1.8354 0.8080 0.6364  -0.41
C -0.2010 1.8508 -0.8426  -0.42
C 0.0055 -0.5333 -0.2301  0.31
N 2.4059 0.8739 0.0757  -0.27
N -0.4246 0.8041 0.1755  -0.40
H 4.3970 0.6356 0.3927  0.23
H 3.4776 -0.8660 -0.0811  0.22
H 0.6269 -0.9972 1.7662  0.23
H 1.1982 -2.1051 0.5130  0.25
H -0.4613 -2.1896 1.0351  0.25
H 0.6136 -0.6233 -2.2815  0.25
H -0.2123 -2.0493 -1.6745  0.26
H -1.1234 -0.5792 -2.0504  0.23
H -1.9674 0.1022 1.4536  0.24
H -2.1162 1.8039 0.9761  0.24
H -2.4885 0.5230 -0.1867  0.23
H -0.8220 1.6868 -1.7192  0.23
H -0.4420 2.8223 -0.4159  0.23
H 0.8519 1.8388 -1.1186  0.27
H 0.1828 1.0609 0.9658  0.45